Model i:
C4H8N2OS as an isolated structure. Source: OMol25; level of theory: ωB97M-V/def2-TZVPD.

Structure (ORCA input):
```
! RIJCOSX wB97M-V def2-TZVPD def2/J DEFGRID3
* xyz 0 1
C 1.65597 -0.80652 0.89049
C 1.79978 -0.23283 -0.47126
C -1.00316 0.30981 -0.51127
C -2.35933 0.07733 -0.00416
H 0.47658 -0.81819 1.03340
H 1.94760 -1.76869 0.99275
H 2.16386 -0.11381 1.69538
H 2.71755 -0.11428 -1.04503
H -0.75722 2.05809 0.61087
H -2.79141 -0.54613 -1.01237
H -2.34380 -0.63044 1.14860
H -3.00692 1.08636 0.01065
N -0.37044 1.52048 -0.23906
N -0.47552 -0.73687 -1.16312
O 0.98718 -0.85032 -1.37915
S 1.35930 1.56600 -0.55672
*
```

Results
**Lowest unoccupied orbital energy**: 0.53 eV
**HOMO energy**: -8.427 eV
**Kohn-Sham gap**: 8.954 eV

Okay, here come the natural (NBO) numbers, in e, for every atom: -0.6378, -0.0347, 0.3171, -0.6833, 0.2234, 0.2204, 0.2227, 0.2274, 0.4104, 0.2807, 0.2526, 0.2336, -0.7514, -0.2258, -0.3913, 0.3360

Model ii:
A 2-piece molecular cluster, C4H8N2OS overall. Source: OMol25; level of theory: ωB97M-V/def2-TZVPD.

Structure (ORCA input):
```
! RIJCOSX wB97M-V def2-TZVPD def2/J DEFGRID3
* xyz 0 1
C -2.30542 0.43645 -0.03511
C -0.15920 -0.59384 1.05158
C -0.53559 2.21934 -0.32083
C 2.00087 -0.89943 -0.60166
N -1.68015 1.41683 -0.32294
N 0.08846 -1.72085 0.48250
O 0.95556 -1.78290 -0.63773
S -3.49399 -0.63260 0.34514
H -0.63591 -0.85081 1.97932
H 0.02663 2.11243 -1.29613
H 0.06661 1.69058 0.47969
H -0.82331 3.27105 -0.17473
H 2.50882 -1.13575 -1.44302
H 2.66096 -0.99804 0.30430
H 1.58582 0.06639 -0.60866
H -0.26016 -2.59887 0.79827
*
```

Results
**Lowest unoccupied orbital energy**: 0.75 eV
**HOMO energy**: -8.773 eV
**Kohn-Sham gap**: 9.521 eV

Okay, here come the natural (NBO) numbers, in e, for every atom: 0.2809, -0.1710, -0.4515, -0.2499, -0.4092, -0.2605, -0.3800, -0.1451, 0.1493, 0.2122, 0.2601, 0.2227, 0.1969, 0.1689, 0.1844, 0.3916

Most stable one: model i, least stable one: model ii.

Model i:
One molecule with the formula C4H8N2OS. Source: OMol25; level of theory: ωB97M-V/def2-TZVPD.

Structure (ORCA input):
```
! RIJCOSX wB97M-V def2-TZVPD def2/J DEFGRID3
* xyz 0 1
N 1.24765 1.78834 0.43594
N 0.33793 0.83534 -0.02485
C 0.75646 -0.46903 -0.31407
S 2.36117 -0.92788 -0.12374
C -0.95863 1.38918 -0.16760
C -2.14409 0.73292 -0.26218
C -2.47809 -0.74238 -0.17525
O -1.51123 -1.44635 0.54386
H 1.67283 1.33421 1.29441
H 2.12300 1.95148 -0.26705
H -0.04848 -1.11426 -0.91162
H -0.95662 2.50069 -0.17454
H -2.93065 1.47768 -0.48930
H -2.44188 -1.28596 -1.16896
H -3.46372 -0.92765 0.33074
H -1.79642 -1.34916 1.65228
*
```

Results
**Lowest unoccupied orbital energy**: 0.30 eV
**SMILES**: NN(C=S)/C=C\CO
**HOMO energy**: -8.412 eV
**Kohn-Sham gap**: 8.711 eV

Okay, here come the natural (NBO) numbers, in e, for every atom: -0.6504, -0.2997, -0.0608, -0.1568, 0.0053, -0.2976, -0.1071, -0.7173, 0.3713, 0.3697, 0.2377, 0.2326, 0.2198, 0.1926, 0.1880, 0.4727

Model ii:
One molecule with the formula C4H8N2OS. Source: OMol25; level of theory: ωB97M-V/def2-TZVPD.

Structure (ORCA input):
```
! RIJCOSX wB97M-V def2-TZVPD def2/J DEFGRID3
* xyz 0 1
C 0.89645 -1.92360 -0.33228
C 0.31627 -0.76331 0.75070
C 0.07937 0.63432 0.19506
C -1.20445 1.25664 -0.06112
N -2.16796 0.62741 -0.68441
O -1.75983 -0.68520 -0.96616
N 1.10794 1.36445 0.29179
S 1.18885 3.04498 -0.10401
H 1.43473 -2.85094 0.42197
H -0.06368 -2.29297 -1.08021
H 1.77080 -1.34919 -1.08263
H 0.93762 -0.58318 1.71244
H -0.61949 -1.22534 1.09715
H -1.38401 2.41277 -0.03316
H -2.78632 -1.16207 -1.03430
H 2.25371 3.49524 0.90916
*
```

Results
**Lowest unoccupied orbital energy**: 0.15 eV
**SMILES**: CCC(/C=N\O)=N/S
**HOMO energy**: -8.808 eV
**Kohn-Sham gap**: 8.963 eV

Okay, here come the natural (NBO) numbers, in e, for every atom: -0.6423, -0.4389, 0.1733, -0.0605, -0.0882, -0.5756, -0.5326, 0.1347, 0.2296, 0.2397, 0.2260, 0.2327, 0.2184, 0.2394, 0.4911, 0.1532

Model iii:
One molecule with the formula C4H8N2OS. Source: OMol25; level of theory: ωB97M-V/def2-TZVPD.

Structure (ORCA input):
```
! RIJCOSX wB97M-V def2-TZVPD def2/J DEFGRID3
* xyz 0 1
O 0.39292 -0.49638 1.62258
C 0.10532 -0.10655 0.28585
C 1.36928 -0.38155 -0.51052
S 2.79610 0.46772 0.24867
C -0.41520 1.32911 0.24963
N -1.68457 1.38981 0.17491
N -2.20035 0.09995 0.16487
C -1.14310 -0.80780 -0.25899
H -0.36079 -0.23780 2.15836
H 1.25990 -0.05485 -1.53062
H 1.57999 -1.46727 -0.51127
H 3.48308 0.64289 -0.87265
H 0.19217 2.22737 0.36154
H -3.02210 0.10107 -0.41913
H -1.08695 -0.90389 -1.33932
H -1.26571 -1.80183 0.17610
*
```

Results
**Lowest unoccupied orbital energy**: 0.75 eV
**SMILES**: O[C@]1(CS)C=NNC1
**HOMO energy**: -9.065 eV
**Kohn-Sham gap**: 9.820 eV

Okay, here come the natural (NBO) numbers, in e, for every atom: -0.7072, 0.1630, -0.5150, -0.0232, -0.0304, -0.2054, -0.4580, -0.2708, 0.4787, 0.2263, 0.2245, 0.1157, 0.2201, 0.3708, 0.1902, 0.2209

Model iv:
One molecule with the formula C4H8N2OS. Source: OMol25; level of theory: ωB97M-V/def2-TZVPD.

Structure (ORCA input):
```
! RIJCOSX wB97M-V def2-TZVPD def2/J DEFGRID3
* xyz 0 1
N -1.71321 -1.40824 -0.09085
C -1.94937 0.04543 -0.14786
S -3.55880 0.43582 0.29360
C -0.76793 0.97506 -0.24165
C 0.46654 0.69551 0.12564
N 1.46451 1.64027 0.20077
C 1.07495 -0.68710 0.64987
O 2.35536 -0.70875 -0.00610
H -1.28335 -1.82154 -1.07514
H -2.86895 -1.68405 0.00398
H -0.94977 2.16524 -0.55614
H 1.21367 2.51847 -0.24264
H 2.29782 1.12465 -0.02604
H 1.36013 -0.76533 1.76737
H 0.47334 -1.65103 0.25148
H 2.38505 -0.87441 -0.90630
*
```

Results
**Lowest unoccupied orbital energy**: -0.15 eV
**SMILES**: NC(=S)/C=C(/N)CO
**HOMO energy**: -8.314 eV
**Kohn-Sham gap**: 8.164 eV

Okay, here come the natural (NBO) numbers, in e, for every atom: -0.8748, 0.1170, -0.1414, -0.3944, 0.2252, -0.7993, -0.1172, -0.7506, 0.3774, 0.4161, 0.2254, 0.3847, 0.4102, 0.2265, 0.2200, 0.4752

Most stable one: model iii, least stable one: model ii.